i.
Density functional theory data (the ωB97M-V functional and the def2-TZVPD basis) for a structure of composition C54H54Ge2MnN5O4S3.

Geometry (Å):
Mn -0.02756 0.05391 0.44888
O 0.06023 1.89703 -1.07460
S -0.90140 2.97201 -0.72023
C -1.82221 3.32350 -2.32204
C -1.57877 2.20977 -3.32701
C -2.44534 0.98119 -3.04581
C -1.99280 -0.24880 -3.81870
S -1.09130 -1.47514 -2.71014
O -0.91194 -0.75972 -1.42040
C -2.48179 -2.57754 -2.42577
C -2.49231 -3.82757 -3.02975
C -3.53669 -4.69974 -2.77241
C -4.55771 -4.33154 -1.90574
C -4.52914 -3.08430 -1.29097
C -3.49387 -2.20505 -1.55158
C 0.11297 4.46187 -0.77629
C -0.43327 5.68920 -0.43297
C 0.37614 6.81205 -0.42041
C 1.72128 6.70238 -0.74522
C 2.26541 5.46463 -1.05412
C 1.46015 4.33702 -1.06343
H -1.48026 4.29067 -2.68282
H -2.87064 3.38462 -2.02642
H -0.52664 1.92187 -3.25992
H -1.77372 2.58386 -4.33658
H -3.49270 1.20307 -3.26660
H -2.37001 0.77058 -1.97681
H -1.26284 -0.00742 -4.59288
H -2.81853 -0.79313 -4.27283
H -1.67735 -4.10506 -3.68656
H -3.54936 -5.67764 -3.23547
H -5.36418 -5.02155 -1.69498
H -5.31323 -2.80694 -0.59752
H -3.44052 -1.23975 -1.06631
H -1.48286 5.75885 -0.17182
H -0.04020 7.77289 -0.14845
H 2.34841 7.58426 -0.73697
H 3.31994 5.37510 -1.27815
H 1.85218 3.35041 -1.27727
C 1.78317 -0.92286 5.15768
C 2.39102 -1.63109 4.00918
N 3.54451 -2.21865 3.97749
N 3.61356 -2.72243 2.70945
C 2.56318 -2.45676 1.93109
S 2.68976 0.55287 0.50720
N 1.77499 -1.75790 2.78230
N 0.53203 -1.21010 2.45294
H 2.49450 -0.87467 5.97772
H 0.88354 -1.44851 5.48415
H 1.48583 0.08734 4.87156
H 4.45311 -3.18774 2.41470
H 0.35075 -0.39953 3.06209
H -0.22035 -1.88339 2.65144
O -2.74665 1.01553 0.11644
C -2.97730 0.11688 0.92333
C -4.34583 -0.14592 1.53834
C -4.08892 -1.34634 2.43646
C -2.58594 -1.59519 2.28564
O -1.97300 -2.44951 2.91504
N -2.04428 -0.74846 1.37152
H -5.07684 -0.33107 0.74924
H -4.65491 0.74491 2.08698
H -4.62615 -2.24131 2.11783
H -4.31863 -1.15662 3.48462
Ge -0.55013 2.11368 1.96116
C 0.38143 3.83884 2.46454
C -0.27383 4.98790 2.90182
C 0.42905 6.14463 3.20781
C 1.81058 6.16874 3.09222
C 2.48242 5.02775 2.67751
C 1.77194 3.87900 2.36268
C -2.36673 2.67882 2.63353
C -2.81420 2.28266 3.89456
C -4.08698 2.60394 4.34902
C -4.95084 3.33551 3.54794
C -4.52484 3.74797 2.29263
C -3.24985 3.42682 1.85012
H -0.13799 1.21383 3.78581
H -1.35217 4.97437 3.01147
H -0.10216 7.03026 3.53947
H 2.36281 7.07238 3.32341
H 3.56309 5.03772 2.59550
H 2.29825 2.98932 2.03217
H -2.13225 1.71348 4.51242
H -4.40987 2.28048 5.33231
H -5.95077 3.57572 3.89049
H -5.19094 4.31877 1.65468
H -2.94103 3.74744 0.86295
C 1.77867 -0.54496 -0.31135
Ge 2.48944 -2.29008 -0.88626
C 1.30634 -3.84719 -0.56462
C 0.05146 -3.63482 -0.00124
C -0.85203 -4.67649 0.14200
C -0.51925 -5.94778 -0.30197
C 0.72396 -6.17218 -0.87649
C 1.63130 -5.12892 -0.99903
C 4.46088 -2.60066 -0.79337
C 5.28393 -1.91852 0.09885
C 6.64881 -2.17173 0.14462
C 7.21411 -3.10006 -0.71823
C 6.41467 -3.74477 -1.65083
C 5.05106 -3.48994 -1.68860
C 2.32280 -2.17696 -2.90846
C 2.89937 -1.09952 -3.58083
C 2.75678 -0.93611 -4.95089
C 2.01070 -1.84814 -5.68473
C 1.42809 -2.92698 -5.03701
C 1.58917 -3.08740 -3.66749
H -0.20850 -2.63601 0.32708
H -1.81350 -4.49367 0.60543
H -1.22643 -6.76148 -0.19690
H 0.98582 -7.16124 -1.23408
H 2.60574 -5.30803 -1.44041
H 4.84704 -1.17275 0.74922
H 7.27145 -1.63959 0.85392
H 8.27567 -3.31033 -0.67186
H 6.85568 -4.44291 -2.35257
H 4.43415 -3.97788 -2.43516
H 3.47697 -0.37883 -3.01098
H 3.21905 -0.09341 -5.45169
H 1.88943 -1.72140 -6.75395
H 0.83737 -3.64000 -5.60213
H 1.13613 -3.93871 -3.17358

- net charge = -1
- HOMO energy (spin up / spin down) (eV) = -3.344 / -4.087
- LUMO level (spin up / spin down) (eV) = 2.14 / 2.14
- spin multiplicity = 6



ii.
Density functional theory data (the ωB97M-V functional and the def2-TZVPD basis) for a structure of composition C54H54Ge2MnN5O4S3.

Geometry (Å):
Mn 0.06043 0.75029 0.53560
O -0.18034 -0.99364 1.83401
S -0.22551 -2.12441 2.81116
C -0.30380 -1.40025 4.54924
C -1.65074 -1.02815 5.15113
C -2.47826 -0.08151 4.28610
C -1.61969 1.08837 3.80688
S 0.31752 2.82427 1.62642
O 0.83892 1.44293 2.10588
C -2.69406 3.44158 1.27060
C -2.49510 4.54228 2.09609
C -2.50308 5.82418 1.57792
C -2.73169 6.02169 0.22732
C -2.95556 4.93336 -0.59704
C -2.93480 3.65012 -0.08027
C -1.89658 -2.81921 2.73653
C -2.70061 -2.48313 1.66065
C -3.96604 -3.02882 1.55417
C -4.42267 -3.92031 2.51258
C -3.60068 -4.27654 3.57186
C -2.32857 -3.74301 3.67964
H 0.34553 -0.52960 4.48088
H 0.18759 -2.15098 5.16848
H -1.44940 -0.54706 6.11384
H -2.22711 -1.93226 5.35567
H -3.32963 0.28459 4.86679
H -2.86763 -0.61756 3.42037
H -0.86681 0.70284 3.12308
H -1.11604 1.55167 4.66473
H -2.32212 4.37891 3.14670
H -2.33516 6.67553 2.22778
H -2.72021 7.02088 -0.18615
H -3.14176 5.08682 -1.65061
H -3.07827 2.80598 -0.73711
H -2.32493 -1.79143 0.92172
H -4.58854 -2.76529 0.71457
H -5.41080 -4.34885 2.42859
H -3.95217 -4.97873 4.31463
H -1.67477 -4.04593 4.48514
C 5.31373 0.09273 0.65683
C 4.41067 -0.39238 -0.41326
N 4.77433 -0.67515 -1.62162
N 3.64316 -1.10403 -2.26253
C 2.51855 -1.04886 -1.45226
S 1.05552 0.04152 -1.90785
N 3.06915 -0.61063 -0.23411
N 2.23477 -0.09069 0.75608
H 6.33716 0.04474 0.29454
H 5.22100 -0.52487 1.55129
H 5.08108 1.12890 0.91207
H 3.62488 -1.11880 -3.26776
H 2.05218 -0.79622 1.47794
H 2.69120 0.70697 1.20940
O -2.64380 -0.28968 -0.73940
C -2.90775 0.44815 0.21396
C -4.36927 0.70828 0.61212
C -4.24656 1.57655 1.84490
C -2.74754 2.02760 1.85074
O -2.31586 2.14248 3.20224
N -2.03908 1.08382 0.98803
H -4.86038 -0.24722 0.80100
H -4.88292 1.20195 -0.21349
H -4.43540 1.01041 2.75759
H -4.90566 2.44428 1.83202
Ge 0.35694 2.68515 -1.13676
C 2.30468 3.17416 -0.92289
C 3.37067 2.45393 -1.44689
C 4.68744 2.79878 -1.19460
C 4.97439 3.88337 -0.38633
C 3.92912 4.61495 0.15511
C 2.62127 4.26720 -0.12070
C 0.13810 2.77621 -3.16669
C -1.01406 3.36177 -3.66807
C -1.25523 3.44066 -5.02746
C -0.34197 2.91472 -5.92563
C 0.81181 2.32507 -5.44362
C 1.04247 2.26066 -4.08176
H -0.13133 4.18803 -0.94317
H 3.18246 1.59602 -2.07523
H 5.48525 2.20287 -1.62025
H 6.00143 4.16118 -0.18784
H 4.13914 5.45974 0.79789
H 1.80942 4.84794 0.29637
H -1.72151 3.76838 -2.96124
H -2.15689 3.91205 -5.39662
H -0.52645 2.96406 -6.99143
H 1.53772 1.91298 -6.13271
H 1.95398 1.80081 -3.73634
C -0.11814 -0.53768 -0.80614
Ge -0.39375 -2.43071 -1.40034
C -2.02266 -3.60774 -1.43949
C -3.30035 -3.12478 -1.67530
C -4.34880 -3.99404 -1.92334
C -4.13419 -5.36085 -1.94784
C -2.86119 -5.85324 -1.72148
C -1.81829 -4.98057 -1.47637
C -0.07390 -2.33386 -3.38348
C 0.82991 -3.07811 -4.12683
C 0.95718 -2.88370 -5.49374
C 0.16848 -1.94983 -6.14053
C -0.76498 -1.22590 -5.41677
C -0.88190 -1.42073 -4.05426
C 0.90813 -3.64426 -0.42628
C 2.23208 -3.87157 -0.78241
C 3.07714 -4.61048 0.02792
C 2.61484 -5.14430 1.21933
C 1.29037 -4.95890 1.57315
C 0.45309 -4.22443 0.75271
H -3.45995 -2.05796 -1.65259
H -5.33885 -3.60198 -2.11501
H -4.95003 -6.04072 -2.15330
H -2.67631 -6.91859 -1.75496
H -0.82402 -5.37359 -1.31792
H 1.44711 -3.81840 -3.63862
H 1.68277 -3.45694 -6.05830
H 0.28419 -1.78238 -7.20394
H -1.39226 -0.49917 -5.91373
H -1.59530 -0.84349 -3.48046
H 2.61181 -3.45914 -1.70358
H 4.10392 -4.77106 -0.27304
H 3.27809 -5.71339 1.85617
H 0.90575 -5.38852 2.48814
H -0.58908 -4.11349 1.01771

- net charge = -1
- HOMO energy (spin up / spin down) (eV) = -3.255 / -4.002
- LUMO level (spin up / spin down) (eV) = 1.92 / 1.91
- spin multiplicity = 6



Which one sits at the bottom of the stability order? ii does.